Version A
Molecular formula: C6H35NO12
Method: DFT, ωB97M-V/def2-TZVPD

Last column: natural (NBO) charge in e.
Geometry (Å):
C 2.678 -1.403 -1.712  -0.672
C 2.028 -0.028 -1.689  -0.231
N 0.654 -0.065 -1.097  -0.645
C -0.547 0.153 -1.775  0.716
O -0.541 0.713 -2.856  -0.671
C -1.718 -0.414 -1.010  -0.344
C -1.780 0.171 0.421  -0.598
C -2.957 0.101 -1.768  -0.613
H 3.238 -1.642 -2.616  0.220
H 1.970 -2.252 -1.667  0.227
H 3.102 -1.691 -0.770  0.248
H 2.582 0.712 -1.094  0.200
H 1.885 0.352 -2.705  0.214
H 0.617 -0.663 -0.273  0.398
H -1.687 -1.491 -1.034  0.241
H -1.212 1.097 0.486  0.200
H -1.187 -0.555 1.036  0.221
H -2.796 0.354 0.729  0.228
H -2.784 1.085 -2.204  0.232
H -3.738 0.332 -1.026  0.203
H -3.427 -0.607 -2.464  0.214
O 2.820 -2.152 1.628  -0.981
H 3.172 -3.036 1.776  0.481
H 2.089 -2.085 2.265  0.488
O 1.945 0.408 2.413  -1.001
H 2.118 1.306 2.068  0.501
H 2.726 -0.134 2.250  0.489
O -1.288 0.474 4.470  -0.974
H -0.835 -0.369 4.590  0.475
H -1.105 0.684 3.526  0.486
O -2.012 3.201 0.426  -0.982
H -2.168 4.135 0.260  0.486
H -1.285 2.945 -0.165  0.501
O 1.457 2.978 1.956  -0.985
H 0.882 2.788 2.721  0.524
H 1.900 3.801 2.211  0.491
O -0.427 -3.136 -2.283  -0.998
H -0.534 -3.843 -2.938  0.484
H -0.259 -2.447 -2.977  0.505
O 0.513 3.380 -0.783  -0.959
H 0.763 2.504 -1.127  0.475
H 0.807 3.224 0.136  0.493
O -0.255 -3.500 0.336  -0.986
H 0.024 -3.363 -0.602  0.512
H -1.213 -3.426 0.262  0.472
O -0.056 -1.498 -4.494  -0.967
H 0.888 -1.294 -4.518  0.481
H -0.512 -0.736 -4.088  0.510
O -1.151 2.459 3.009  -0.992
H -1.324 2.626 2.058  0.499
H -2.046 2.429 3.365  0.491
O 0.152 -1.879 2.664  -0.981
H 0.669 -1.188 2.221  0.477
H -0.012 -2.546 1.968  0.501

Calculated values
SMILES: CCNC(=O)C(C)C.O.O.O.O.O.O.O.O.O.O.O
M, g mol⁻¹: 313.341
LUMO energy, eV: 0.3


Version B
Molecular formula: C6H35NO12
Method: DFT, ωB97M-V/def2-TZVPD

Last column: natural (NBO) charge in e.
Geometry (Å):
C -3.962 -2.236 0.001  -0.646
C -2.606 -2.932 0.213  -0.217
N -1.394 -2.156 -0.156  -0.443
C -1.342 -0.845 0.556  -0.433
C -1.153 -2.014 -1.593  -0.158
C 0.314 -1.709 -1.918  -0.598
C -2.081 -0.998 -2.240  0.436
O -1.933 0.180 -2.024  -0.552
H -4.776 -2.755 0.504  0.230
H -4.213 -2.402 -1.055  0.197
H -3.954 -1.159 0.111  0.215
H -2.599 -3.729 -0.502  0.195
H -2.445 -3.328 1.213  0.196
H -1.176 -1.077 1.610  0.192
H -2.304 -0.343 0.635  0.182
H -0.613 -0.231 0.051  0.227
H -1.278 -2.996 -2.046  0.200
H 0.875 -2.517 -1.461  0.209
H 0.466 -1.724 -2.995  0.216
H 0.612 -0.723 -1.580  0.227
H -2.938 -1.363 -2.840  0.120
O 3.003 2.117 0.821  -1.011
H 3.662 2.794 0.989  0.477
H 3.475 1.361 0.410  0.507
O 0.737 1.493 -1.615  -0.987
H 1.213 1.121 -0.867  0.487
H 0.213 2.273 -1.399  0.517
O 0.872 -3.399 1.645  -0.960
H 0.794 -4.047 0.940  0.478
H 0.038 -2.915 1.610  0.490
O 2.009 1.484 3.940  -0.945
H 2.120 1.787 3.024  0.481
H 1.801 0.560 3.749  0.462
O -2.131 2.395 1.378  -0.969
H -2.235 1.968 0.519  0.489
H -2.338 3.318 1.215  0.477
O -0.146 4.554 2.719  -0.947
H -0.716 3.772 2.639  0.478
H 0.608 4.126 3.141  0.467
O 1.205 4.158 -0.826  -0.958
H 1.617 3.284 -0.870  0.478
H 1.521 4.487 0.023  0.477
O 3.107 0.380 -2.143  -0.984
H 2.354 0.836 -2.567  0.511
H 3.835 0.591 -2.740  0.483
O -2.978 2.628 -1.267  -0.975
H -3.133 1.698 -1.468  0.494
H -3.701 3.183 -1.562  0.482
O 4.341 -0.263 0.241  -1.003
H 3.801 -0.239 -0.568  0.480
H 3.914 -0.896 0.834  0.490
O 3.520 -2.350 1.345  -0.946
H 3.455 -2.702 0.457  0.477
H 2.662 -2.497 1.769  0.509

Calculated values
SMILES: CCN(C)[C@H](C)C=O.O.O.O.O.O.O.O.O.O.O.O
M, g mol⁻¹: 313.341
LUMO energy, eV: 0.1


Most favorable structure: version A. The second most favorable one is 189.8 kJ/mol above it.


Version A
Molecular formula: C3H8NO2
Method: DFT, ωB97M-V/def2-TZVPD

Last column: natural (NBO) charge in e.
Geometry (Å):
C 1.689 -0.372 0.354  -0.699
C -1.534 1.289 0.140  -0.231
C 0.255 -0.058 0.481  0.065
N -0.455 -1.462 -0.907  -0.313
O 0.538 -2.325 -1.066  -0.693
O -0.167 1.285 0.116  -0.572
H 1.665 -1.431 0.127  0.273
H 1.910 0.116 -0.674  0.204
H 2.422 -0.058 1.238  0.164
H -1.865 0.453 -0.324  0.185
H -1.809 2.300 -0.348  0.150
H -2.015 1.163 1.079  0.136
H -0.178 -0.283 1.446  0.118
H -0.455 -0.617 -1.663  0.213

Calculated values
Net charge: -1
M, g mol⁻¹: 90.102
LUMO energy, eV: 4.1


Version B
Molecular formula: C3H8NO2
Method: DFT, ωB97M-V/def2-TZVPD

Last column: natural (NBO) charge in e.
Geometry (Å):
C 0.291 -1.778 0.039  -0.624
C 0.533 0.220 -1.466  -0.644
C 0.558 -0.454 -0.095  0.225
N 0.804 0.327 1.069  -0.355
O 0.423 1.666 1.091  -0.769
O -1.933 0.838 0.738  -1.042
H -2.357 1.689 0.988  0.432
H 0.437 -2.262 0.980  0.180
H 0.064 -2.338 -0.875  0.177
H 1.599 0.617 -1.735  0.195
H -0.164 1.065 -1.485  0.242
H 0.320 -0.515 -2.160  0.192
H 0.383 -0.235 1.913  0.310
H -0.958 1.162 0.996  0.482

Calculated values
Net charge: -1
M, g mol⁻¹: 90.102
LUMO energy, eV: 4.4


Most favorable structure: version B. The second most favorable one is 260.0 kJ/mol above it.